a) Density functional theory data (ωB97M-V/def2-TZVPD) for C3H6N2O in the gas phase.

Last columns: bonded neighbours and bond lengths (Å).
Atoms and positions in Å:
1 C 0.601 -0.781 0.615  C5 1.853, H7 1.095, H8 1.095, H9 1.096
2 C 0.278 0.940 -0.598  N3 1.214, N4 1.291
3 N 1.287 1.329 -1.150  C2 1.214, H10 1.008
4 N -0.967 1.056 -0.275  C2 1.291, C5 1.575, H11 1.016
5 C -1.188 -0.370 0.356  C1 1.853, N4 1.575, O6 1.223, H12 1.101
6 O -1.788 -1.178 -0.340  C5 1.223
7 H 1.222 -1.126 -0.217  C1 1.095
8 H 0.273 -1.699 1.115  C1 1.095
9 H 1.186 -0.203 1.340  C1 1.096
10 H 2.128 0.794 -1.304  N3 1.008
11 H -1.635 1.404 -0.957  N4 1.016
12 H -1.399 -0.166 1.416  C5 1.101

Properties
charge	0
spin multiplicity	1
orbital gap	8.7	eV


b) Density functional theory data (ωB97M-V/def2-TZVPD) for C3H6N2O in the gas phase.

Last columns: bonded neighbours and bond lengths (Å).
Atoms and positions in Å:
1 C -1.866 -0.454 -0.523  N2 1.467, H7 1.096, H8 1.103, H9 1.109
2 N -1.378 0.749 0.161  C1 1.467, C3 1.269
3 C -0.139 0.880 0.399  N2 1.269, N4 1.391, H10 1.121
4 N 0.857 -0.044 0.100  C3 1.391, C5 1.375, H11 1.011
5 C 2.192 0.092 0.398  N4 1.375, O6 1.208, H12 1.107
6 O 3.019 -0.725 0.073  C5 1.208
7 H -2.926 -0.321 -0.769  C1 1.096
8 H -1.345 -0.636 -1.478  C1 1.103
9 H -1.786 -1.384 0.075  C1 1.109
10 H 0.311 1.765 0.920  C3 1.121
11 H 0.619 -0.927 -0.331  N4 1.011
12 H 2.441 1.005 0.973  C5 1.107

Properties
SMILES string	C/N=C\NC=O
charge	0
spin multiplicity	1
orbital gap	10.8	eV


Which one sits at the bottom of the stability order? a) does.


a) Density functional theory data (ωB97M-V/def2-TZVPD) for C4H4N2O in the gas phase.

Last columns: bonded neighbours and bond lengths (Å).
Atoms and positions in Å:
1 N -1.584 -0.048 1.646  C2 1.222, H8 1.020
2 C -1.386 0.054 0.445  N1 1.222, C3 1.328
3 C -1.169 0.349 -0.831  C2 1.328, N4 1.409, H9 1.083
4 N 0.052 0.469 -1.526  C3 1.409, C5 1.273
5 C 1.188 0.228 -1.005  N4 1.273, C6 1.514, H10 1.096
6 C 1.456 -0.213 0.418  C5 1.514, O7 1.208, H11 1.117
7 O 1.158 -1.311 0.827  C6 1.208
8 H -1.689 -0.986 2.034  N1 1.020
9 H -2.059 0.536 -1.421  C3 1.083
10 H 2.067 0.369 -1.644  C5 1.096
11 H 1.946 0.561 1.057  C6 1.117

Properties
SMILES string	N=C=C/N=C\C=O
charge	0
spin multiplicity	1
orbital gap	9.0	eV


b) Density functional theory data (ωB97M-V/def2-TZVPD) for C4H4N2O in the gas phase.

Last columns: bonded neighbours and bond lengths (Å).
Atoms and positions in Å:
1 N -1.165 1.219 -0.386  C2 1.414, H8 1.017, H10 1.013
2 C 0.103 0.623 -0.198  N1 1.414, C3 1.425, C4 1.528, O7 1.443
3 C 0.967 0.125 -1.216  C2 1.425, C4 1.333, H9 1.086
4 C 0.459 -0.841 -0.451  C2 1.528, C3 1.333, C5 1.439
5 C 0.337 -1.380 0.878  C4 1.439, N6 1.302, H11 1.088
6 N 0.459 -0.434 1.765  C5 1.302, O7 1.372
7 O 0.496 0.806 1.178  C2 1.443, N6 1.372
8 H -1.727 1.145 0.458  N1 1.017
9 H 1.533 0.393 -2.104  C3 1.086
10 H -1.624 0.739 -1.152  N1 1.013
11 H 0.165 -2.395 1.228  C5 1.088

Properties
SMILES string	N[C@]12C=C1C=NO2
charge	0
spin multiplicity	1
orbital gap	9.1	eV


c) Density functional theory data (ωB97M-V/def2-TZVPD) for C4H4N2O in the gas phase.

Last columns: bonded neighbours and bond lengths (Å).
Atoms and positions in Å:
1 O -0.523 2.309 1.250  C2 1.214
2 C 0.344 1.474 1.091  O1 1.214, C3 1.463, H8 1.104
3 C 0.182 0.270 0.276  C2 1.463, C4 1.360, N7 1.396
4 C 0.933 -0.852 0.113  C3 1.360, N5 1.383, H9 1.080
5 N 0.244 -1.792 -0.632  C4 1.383, C6 1.303
6 C -0.862 -1.196 -0.979  N5 1.303, N7 1.382, H10 1.087
7 N -0.980 0.085 -0.475  C3 1.396, C6 1.382, H11 1.014
8 H 1.326 1.555 1.589  C2 1.104
9 H 1.943 -1.025 0.453  C4 1.080
10 H -1.662 -1.671 -1.540  C6 1.087
11 H -0.944 0.843 -1.147  N7 1.014

Properties
SMILES string	O=Cc1cnc[nH]1
charge	0
spin multiplicity	1
orbital gap	9.7	eV


d) Density functional theory data (ωB97M-V/def2-TZVPD) for C4H4N2O in the gas phase.

Last columns: bonded neighbours and bond lengths (Å).
Atoms and positions in Å:
1 C -1.525 -0.464 0.546  H5 1.188, N9 1.364, O11 1.211
2 C 0.945 -0.376 0.194  C3 1.397, H7 1.027, N9 1.413
3 C 1.311 0.737 -0.567  C2 1.397, C4 1.430, H8 1.088
4 C 0.321 1.384 -1.371  C3 1.430, N10 1.188
5 H -1.843 0.486 -0.094  C1 1.188
6 H -0.058 -1.630 1.453  N9 1.062
7 H 1.761 -0.858 0.588  C2 1.027
8 H 2.364 0.714 -0.840  C3 1.088
9 N -0.258 -0.954 0.659  C1 1.364, C2 1.413, H6 1.062
10 N -0.650 1.840 -1.881  C4 1.188
11 O -2.367 -0.879 1.312  C1 1.211

Properties
SMILES string	N#C/C=C\NC=O
charge	0
spin multiplicity	1
orbital gap	9.6	eV


Which one sits at the bottom of the stability order? b) does.


a) Density functional theory data (ωB97M-V/def2-TZVPD) for C4H4N2O in the gas phase.

Last columns: bonded neighbours and bond lengths (Å).
Atoms and positions in Å:
1 O 0.050 -1.442 0.738  C2 1.426, C4 1.429
2 C -1.000 -0.847 -0.022  O1 1.426, C3 1.361, C4 1.790, N7 1.398
3 C -0.404 -0.886 -1.246  C2 1.361, C4 1.537, H8 1.083
4 C 0.769 -0.724 -0.266  O1 1.429, C2 1.790, C3 1.537, N5 1.504, H9 1.096
5 N 0.697 0.701 0.210  C4 1.504, C6 1.380, H10 1.011
6 C -0.542 1.040 0.716  N5 1.380, N7 1.301, H11 1.088
7 N -1.581 0.267 0.589  C2 1.398, C6 1.301
8 H -0.676 -0.226 -2.060  C3 1.083
9 H 1.808 -1.003 -0.479  C4 1.096
10 H 1.516 1.097 0.651  N5 1.011
11 H -0.638 2.024 1.171  C6 1.088

Properties
charge	0
spin multiplicity	1
orbital gap	9.3	eV


b) Density functional theory data (ωB97M-V/def2-TZVPD) for C4H4N2O in the gas phase.

Last columns: bonded neighbours and bond lengths (Å).
Atoms and positions in Å:
1 C 0.113 0.497 0.935  C2 1.424, H5 1.254, H6 0.992, H7 1.189
2 C -0.202 0.025 -0.371  C1 1.424, C3 1.545, C4 1.426, O11 1.467
3 C 0.679 -1.242 -0.458  C2 1.545, N9 1.139
4 C -1.580 -0.338 -0.413  C2 1.426, N10 1.399
5 H 1.316 0.435 0.585  C1 1.254
6 H -0.006 -0.202 1.629  C1 0.992
7 H -0.228 1.596 1.235  C1 1.189
8 H 0.656 1.715 -0.820  O11 1.177
9 N 1.572 -1.949 -0.469  C3 1.139
10 N -2.395 -1.474 -0.367  C4 1.399
11 O 0.075 0.937 -1.485  C2 1.467, H8 1.177

Properties
SMILES string	CC(O)(C#N)C#N
charge	0
spin multiplicity	1
orbital gap	10.4	eV


c) Density functional theory data (ωB97M-V/def2-TZVPD) for C4H4N2O in the gas phase.

Last columns: bonded neighbours and bond lengths (Å).
Atoms and positions in Å:
1 N -3.013 -0.509 -0.525  C2 1.156
2 C -1.867 -0.537 -0.675  N1 1.156, C3 1.479
3 C -0.404 -0.669 -0.845  C2 1.479, O4 1.406, H8 1.094, H9 1.098
4 O 0.287 0.555 -0.887  C3 1.406, C5 1.412
5 C 0.831 1.040 0.323  O4 1.412, C6 1.473, H10 1.094, H11 1.097
6 C 1.091 0.020 1.353  C5 1.473, N7 1.155
7 N 1.322 -0.715 2.215  C6 1.155
8 H -0.200 -1.184 -1.788  C3 1.094
9 H -0.034 -1.297 -0.024  C3 1.098
10 H 1.796 1.491 0.074  C5 1.094
11 H 0.191 1.804 0.780  C5 1.097

Properties
SMILES string	N#CCOCC#N
charge	0
spin multiplicity	1
orbital gap	12.1	eV


Which one sits at the bottom of the stability order? b) does.